# 1
41
Properties=species:S:1:pos:R:3 method="wB97M-V/def2-TZVPD" multiplicity=1 homo_lumo_gap_ev=9.32 charge=0 lumo_ev=-0.2335 smiles="N[C@@H](CO)C(=O)O.O.O.O.O.O.O.O.O.O" fmax_ha_per_bohr=0.0536
O -0.742 -2.222 2.737
O -1.342 0.070 -3.687
O -0.369 2.611 -2.916
O -0.112 -3.046 -0.161
O -0.927 0.298 3.837
O -1.932 1.702 1.508
O 0.630 -3.081 -2.593
O -2.363 1.035 -0.529
O 1.817 0.394 4.095
O -0.307 3.719 -0.254
O 2.784 -2.022 -0.545
O 2.095 0.910 1.103
N -0.225 -0.234 -0.951
C -0.175 0.384 0.390
C -1.554 1.027 0.586
C 0.976 1.427 0.340
H 2.807 -1.081 -0.343
H 0.923 0.802 4.138
H -1.532 -2.299 2.206
H -0.791 -0.660 3.754
H -0.109 3.469 -1.158
H -1.951 0.205 -2.951
H 3.346 -2.254 -1.285
H 0.791 -2.717 -0.171
H 0.033 -1.220 -0.986
H 1.861 0.819 2.042
H -1.089 -0.440 -1.423
H -0.105 -2.655 2.163
H 0.759 2.335 0.884
H -1.275 0.766 3.071
H -2.627 1.913 -0.810
H 0.075 -2.819 -3.339
H -0.905 1.946 -3.349
H 0.331 2.180 -2.417
H 0.974 -2.209 -2.353
H -0.916 4.459 -0.345
H -1.705 -0.614 -4.256
H -0.197 -3.709 -0.848
H 1.424 -0.465 4.324
H 1.408 1.549 -0.656
H 0.216 -0.275 1.150


# 2
74
Properties=species:S:1:pos:R:3 method="wB97M-V/def2-TZVPD" multiplicity=1 homo_lumo_gap_ev=6.52 charge=+2 lumo_ev=-7.5484 fmax_ha_per_bohr=0.0623
Ta 0.234 0.171 0.245
I 2.163 -0.512 -2.400
Se -1.650 0.453 2.172
F -2.927 4.293 -1.370
F -5.156 0.192 -1.132
O -2.795 -5.269 -1.966
O 0.012 -1.566 0.658
N 0.698 2.256 -0.683
N 1.459 1.689 2.063
N -0.711 -1.726 -1.873
N 0.022 0.327 4.605
N -1.595 -4.211 2.442
N 2.780 -0.602 1.133
C -0.628 -1.422 -3.230
C -2.435 -4.213 0.208
C -0.753 -3.233 2.188
C -1.700 -1.593 -4.116
C -4.035 0.902 -1.077
C 2.715 1.433 2.517
C 2.208 3.999 -1.319
C 0.542 -0.876 -3.754
C -1.383 -2.755 -1.502
C 1.935 2.758 -0.786
C -2.839 0.246 -0.813
C -1.643 0.942 -0.794
C -1.645 2.324 -1.068
C -2.880 2.966 -1.241
C 5.383 1.013 3.293
C -0.639 0.365 3.668
C 0.813 2.735 2.543
C 1.147 4.761 -1.793
C -0.133 4.246 -1.722
C 4.765 0.158 2.371
C -2.418 -4.671 1.523
C 1.325 3.585 3.526
C -3.410 -4.811 -0.786
C 3.450 0.332 2.010
C -0.341 2.988 -1.152
C -1.528 -3.190 -0.128
C -1.568 -1.293 -5.458
C -0.711 -2.644 0.898
C 0.698 -0.594 -5.095
C 4.673 2.032 3.866
C 2.589 3.351 4.004
C -4.078 2.274 -1.245
C 0.160 -2.816 3.296
C -0.365 -0.820 -5.956
C 3.339 2.279 3.481
H -0.419 -2.636 4.202
H 2.741 2.128 -0.431
H 5.334 -0.657 1.946
H -4.129 -4.042 -1.091
H 1.318 5.736 -2.219
H -2.461 -6.162 -1.835
H -0.257 -0.603 -7.006
H -0.175 2.928 2.141
H -5.013 2.794 -1.372
H -2.405 -1.439 -6.123
H 3.221 4.362 -1.365
H 2.548 -1.431 1.688
H 3.447 -0.927 0.428
H -3.975 -5.604 -0.287
H -3.076 -5.466 1.843
H 0.740 -1.927 3.050
H -2.648 -1.944 -3.735
H 0.839 -3.635 3.531
H -2.880 -0.816 -0.612
H 5.124 2.678 4.602
H 3.024 3.983 4.763
H -0.960 4.813 -2.111
H 0.719 4.399 3.887
H 1.631 -0.210 -5.473
H -1.848 -3.415 -2.236
H 6.413 0.842 3.562


# 3
309
Properties=species:S:1:pos:R:3 method="wB97M-V/def2-TZVPD" multiplicity=5 homo_lumo_gap_ev="8.61 / 8.57" charge=0 lumo_ev="0.0616 / 0.0163" s_squared=6.0088 fmax_ha_per_bohr=0.1082
Cr 6.066 -7.274 8.386
S 4.086 -6.221 6.095
S 7.437 -4.398 9.467
S 2.882 -8.053 7.527
S 5.446 -5.572 10.909
F 1.909 -4.975 7.139
F 1.676 -6.576 9.574
F 3.322 -4.182 9.869
F 7.101 -3.896 6.796
F 3.751 -3.686 7.009
F 2.680 -4.162 5.287
F 0.815 -8.478 9.235
F 3.681 -3.924 11.945
F 4.937 -2.769 10.599
F 2.687 -8.443 10.224
F 7.808 -2.233 7.899
F 5.751 -2.857 8.075
O 7.441 -3.409 10.571
O 5.392 1.607 16.834
O 1.396 0.086 6.628
O 8.746 -4.952 9.187
O 10.567 -5.970 6.813
O 2.188 -11.738 10.870
O 11.028 -1.137 8.007
O 8.478 -7.802 15.476
O 6.302 -9.317 7.489
O 4.938 -1.337 2.735
O 10.081 -8.805 10.160
O 7.464 -2.789 15.074
O 3.591 -6.942 4.941
O 6.153 -5.533 12.161
O 1.813 -7.617 6.573
O 5.886 3.394 12.015
O 0.486 0.191 16.494
O 5.436 -5.759 5.877
O 10.035 -1.768 4.059
O 13.875 -8.175 14.807
O -2.656 -2.419 11.186
O 3.272 -9.435 7.367
O 2.373 -3.885 17.018
O 15.046 -6.080 11.894
O 4.609 -6.755 10.689
O 4.978 -10.623 14.258
N 4.177 -7.127 7.689
N -0.526 1.911 8.013
N 3.887 -14.280 11.695
N 12.718 -0.872 3.788
N 3.224 -0.279 17.026
N 7.910 -6.618 6.918
N 7.360 -8.417 9.746
N 10.911 -5.865 15.184
N 3.213 -0.616 -0.452
N 9.250 -4.103 12.995
N 4.650 -8.274 15.711
N 8.365 -8.307 12.527
N 6.741 1.218 10.147
N 12.949 0.723 8.141
N 6.402 -5.548 9.368
N 0.138 0.158 10.901
N 14.151 -2.490 11.691
C 8.267 -2.165 14.014
C 1.721 0.761 7.871
C 16.169 -6.570 12.579
C 3.965 -1.478 1.760
C 1.288 2.986 9.031
C 4.190 -0.348 0.592
C 3.622 -10.145 14.480
C 9.991 -6.334 5.564
C 3.539 0.739 18.023
C 10.558 -1.191 9.300
C 10.902 -8.241 9.149
C 13.234 -5.296 14.656
C 8.717 -7.118 5.808
C 2.107 -13.094 10.450
C 11.947 -5.522 6.798
C 0.270 0.693 15.209
C 11.631 2.564 7.092
C -1.670 -1.482 11.650
C 2.519 -2.582 16.532
C 4.553 0.405 10.030
C 6.087 -2.701 14.871
C 3.486 -8.651 14.946
C 15.124 -4.671 11.818
C 2.943 -1.597 17.638
C 9.081 -2.277 4.925
C 10.746 0.107 7.326
C 4.817 -2.225 3.773
C 3.543 -13.697 10.376
C 12.227 -1.922 3.007
C 5.060 2.270 11.811
C 9.657 -9.040 12.541
C 4.308 -3.963 10.771
C 1.814 -1.229 6.325
C 3.614 -14.753 9.279
C 5.339 1.668 10.409
C 7.031 -10.270 8.236
C 7.006 -3.280 7.967
C 14.380 -9.384 15.325
C 6.025 2.485 15.959
C 0.920 2.077 7.857
C 3.017 -4.614 6.434
C -0.476 -1.218 10.657
C 1.948 -7.865 9.264
C 1.007 -11.159 11.398
C 0.849 -0.176 14.111
C 5.468 -9.849 10.231
C 9.581 -2.982 13.825
C 5.526 4.494 11.113
C 11.062 -2.739 3.795
C 10.709 -2.252 13.098
C 5.739 -9.960 6.334
C 5.060 -11.982 13.836
C -2.435 -3.666 10.571
C 7.880 -9.054 14.982
C 2.066 -4.756 16.009
C 7.492 -6.748 15.701
C 4.132 1.974 17.193
C 12.182 -6.393 14.648
C 0.724 -2.212 10.589
C 13.401 -2.837 2.616
C 3.880 1.116 1.082
C 6.912 -9.780 9.685
C 11.647 1.254 7.887
C 10.640 -8.686 11.464
C 3.378 -7.629 13.889
C 13.908 -3.853 11.451
C 7.469 -8.989 13.436
C 13.495 -3.932 9.922
C 7.880 -7.338 4.487
C 12.702 -7.619 15.363
H 2.769 1.060 7.872
H 7.666 -2.053 13.112
H 13.125 -4.267 12.087
H 12.555 -5.832 5.948
H 12.867 -7.268 16.381
H 9.446 -2.646 5.884
H 4.783 0.000 9.044
H 3.780 -2.364 4.078
H 8.593 -1.165 14.304
H 5.491 2.637 15.021
H 3.825 -1.980 18.153
H 1.231 -10.141 11.716
H 5.564 -3.213 15.679
H 8.412 -8.182 4.048
H 4.041 1.815 0.261
H 4.823 -9.113 9.750
H 0.576 -11.684 12.250
H 13.243 0.377 7.239
H 8.338 -8.416 9.494
H 7.499 -10.470 10.291
H 6.498 -10.272 5.616
H 3.014 -4.846 15.478
H 2.237 -1.471 18.458
H -3.256 -4.337 10.820
H 8.092 -10.150 8.019
H 0.697 1.695 15.196
H 6.120 5.371 11.372
H -1.198 -1.810 12.576
H 14.140 -5.810 14.332
H 12.523 -5.751 7.694
H 16.258 -7.635 12.364
H 12.247 3.383 7.463
H 5.112 -10.837 6.495
H 1.661 -2.107 16.055
H 2.695 1.095 18.613
H 5.936 -3.160 13.895
H 6.836 -7.643 4.561
H 11.697 -1.472 2.167
H 5.834 -1.645 14.777
H 10.627 -2.241 9.586
H -1.631 -4.191 11.086
H 5.551 -9.692 11.307
H 9.374 -10.091 12.482
H 4.718 -0.432 10.709
H 4.806 -8.900 16.488
H 2.818 -1.482 6.663
H 11.854 -0.511 4.165
H 12.563 -0.156 8.455
H 10.637 -3.481 3.119
H 2.817 1.257 1.278
H 12.932 -4.404 14.108
H 0.264 -11.109 10.602
H 4.106 -2.449 1.284
H 2.625 -8.612 15.613
H 2.751 -7.933 13.050
H 1.421 0.113 16.699
H 4.080 -0.425 16.511
H 6.840 0.241 10.381
H 7.102 2.426 15.799
H 4.465 4.697 11.263
H 4.247 2.896 17.763
H 5.104 -9.381 5.663
H 15.311 -4.350 12.843
H 3.534 -0.414 -1.388
H 2.174 3.521 8.691
H 11.018 -1.365 13.652
H 2.983 -1.375 2.221
H -2.203 -0.582 11.956
H 2.810 -15.391 9.644
H 10.380 -8.421 8.209
H 8.611 -9.856 15.088
H 2.369 -0.073 -0.334
H 1.727 -12.956 9.437
H 14.076 -2.151 12.639
H 10.951 -7.157 9.259
H 0.623 3.757 9.420
H -0.832 -1.294 9.629
H 5.386 1.707 12.686
H 11.546 -9.292 11.496
H 11.803 2.360 6.035
H 16.052 -6.482 13.659
H 6.934 -9.275 15.475
H 6.906 -6.383 14.857
H -0.767 0.872 14.925
H 3.307 -14.486 8.267
H 13.717 -1.984 10.932
H 7.078 -9.948 13.098
H 3.415 2.237 16.416
H 8.155 -5.950 16.035
H 1.260 -1.926 6.954
H -2.269 -3.726 9.495
H 13.453 -4.990 15.679
H 1.650 2.314 9.809
H 9.073 -8.110 6.084
H 16.012 -4.501 11.210
H 10.827 -0.312 6.323
H -0.965 2.768 7.709
H 1.738 -1.845 10.748
H 4.301 -12.952 10.134
H 17.122 -6.131 12.284
H -0.559 0.888 10.887
H 3.309 -10.836 15.264
H 6.033 -12.314 14.198
H 5.190 -3.205 3.478
H 14.238 -2.341 2.126
H 6.819 -7.033 16.510
H 8.427 -4.594 13.312
H 11.554 -2.903 12.874
H 10.613 2.942 7.186
H 14.660 -9.288 16.374
H 8.485 -3.059 4.455
H 5.756 4.420 10.051
H 6.653 -11.272 8.034
H 0.450 -2.929 11.363
H 4.279 -12.667 14.167
H 10.241 -6.606 15.330
H 12.983 -0.005 3.341
H 9.713 -5.350 5.187
H 1.221 -4.515 15.364
H 7.311 1.801 10.744
H 10.319 -1.864 12.157
H 11.137 -0.632 10.035
H 12.978 -3.577 1.937
H 1.076 2.594 6.910
H 10.534 -5.208 14.516
H 8.034 -6.485 3.826
H 13.450 -4.970 9.592
H 7.557 -8.362 10.736
H 4.960 2.493 9.805
H 0.869 -2.656 9.604
H 11.353 1.415 8.924
H 2.984 -10.414 13.639
H 13.678 -3.416 3.497
H 0.166 -1.022 14.047
H 3.472 -15.201 11.691
H 13.736 -10.264 15.330
H 11.927 -8.385 15.396
H 12.577 -3.366 9.767
H 0.805 0.338 13.150
H 8.619 -7.369 12.803
H 4.852 -14.495 11.487
H 4.538 -15.330 9.246
H 1.856 -0.536 14.323
H 1.504 0.174 8.764
H 8.988 -3.689 12.111
H 1.751 -5.698 16.458
H 1.570 -1.451 5.286
H 5.227 -11.981 12.759
H 4.309 0.399 18.716
H 0.592 0.287 10.008
H 10.202 -8.984 13.484
H 3.489 0.610 10.151
H 9.924 -3.427 14.759
H 11.964 -4.434 6.730
H 1.403 -13.656 11.064
H 8.635 -6.060 7.346
H 4.013 2.538 11.949
H 3.276 -6.632 14.317
H 15.235 -9.499 14.659
H 5.777 3.447 16.408
H 3.347 -2.607 15.823
H 4.482 1.486 1.912
H 14.304 -3.602 9.270
H 9.509 -0.900 9.241
H 12.078 -6.569 13.577
H 5.315 -1.858 4.670
H 8.273 -1.604 5.214
H 6.523 -8.453 13.354
H 11.070 -7.715 11.707
H 11.549 -3.108 4.697
H 4.323 -7.539 13.354
H 5.432 -8.428 15.091
H -0.670 1.299 7.222
H 7.361 -5.962 6.381
H 11.906 -8.645 9.022
H 10.748 -6.827 4.954
H 9.697 0.321 7.533
H 5.183 -0.673 0.281
H 5.106 -10.870 10.108